No. 1
Density functional theory data (ωB97M-V/def2-TZVPD) for a molecular structure, C14H21NPRu at a distorted geometry.

The geometry in XYZ format:
```
38
Properties=species:S:1:pos:R:3
C -1.735 -0.223 -0.338
C -0.998 -1.121 -1.200
C -0.526 -0.397 -2.331
C -0.792 0.975 -2.143
C -1.501 1.158 -0.896
Ru -0.022 0.562 0.599
P -0.094 -1.093 2.098
H -2.513 -0.473 0.378
H -0.976 -2.197 -1.078
H -0.106 -0.840 -3.229
H -2.083 2.028 -0.604
H -0.589 1.772 -2.848
H 0.988 -2.029 2.152
H -1.179 -2.018 1.986
H -0.256 -0.737 3.466
C 4.271 1.438 0.321
N 3.317 0.522 1.023
C 3.997 -0.746 1.418
C 2.640 1.219 2.210
C 1.950 2.442 1.718
C 2.322 3.711 2.192
C 1.774 4.858 1.618
C 0.856 4.750 0.577
C 0.420 3.489 0.145
C 0.917 2.352 0.781
H 4.977 1.848 1.057
H 3.720 2.245 -0.170
H 4.814 0.848 -0.428
H 2.555 0.278 0.347
H 4.709 -0.525 2.226
H 3.247 -1.467 1.757
H 4.530 -1.131 0.542
H 1.963 0.486 2.678
H 3.455 1.465 2.904
H 3.051 3.763 3.001
H 2.076 5.837 1.995
H 0.451 5.652 0.107
H -0.305 3.376 -0.660
```

As for the total energy: -28208.106 eV. As for the frontier orbital gap (alpha / beta): 6.8 / 7.2 eV. The spin multiplicity is 5. The charge is +1.



No. 2
Density functional theory data (ωB97M-V/def2-TZVPD) for 2 unconnected molecules or ions with the total composition C14H22BN at a distorted geometry.

The geometry in XYZ format:
```
38
Properties=species:S:1:pos:R:3
C 0.179 -0.208 -0.122
C -1.006 0.508 -0.393
N -2.220 0.314 0.115
C -3.405 0.893 -0.508
C -4.567 -0.071 -0.521
C -4.795 -0.793 0.818
C -3.504 -1.353 1.424
C -2.366 -0.353 1.396
C 1.236 -0.219 -1.175
C 2.717 -0.452 -0.652
C 3.686 -0.768 -1.628
C 4.839 -1.523 -1.317
C 5.036 -1.964 -0.001
C 4.255 -1.422 1.038
C 3.112 -0.648 0.709
H 0.293 -0.886 0.739
H -0.971 1.174 -1.287
H -3.137 1.176 -1.522
H -3.706 1.808 0.002
H -4.390 -0.819 -1.298
H -5.475 0.462 -0.797
H -5.195 -0.062 1.531
H -5.531 -1.606 0.684
H -3.675 -1.675 2.454
H -3.195 -2.224 0.837
H -1.450 -0.881 1.656
H -2.544 0.370 2.196
H 0.911 -0.726 -2.155
H 1.060 0.822 -1.303
H 3.521 -0.471 -2.686
H 5.512 -1.836 -2.126
H 5.904 -2.543 0.264
H 4.463 -1.634 2.096
H 2.502 -0.215 1.540
B 3.073 4.633 0.038
H 3.747 3.816 0.723
H 3.192 4.545 -1.215
H 1.891 4.832 0.443
```

As for the total energy: -17037.119 eV. As for the frontier orbital gap: 6.6 eV. Its SMILES is C(=C\N1CCCCC1)/Cc1ccccc1.B.



No. 3
Density functional theory data (ωB97M-V/def2-TZVPD) for a molecular structure, C14H22BN6OPbS2.

The geometry in XYZ format:
```
47
Properties=species:S:1:pos:R:3
Pb 0.123 -0.600 -0.919
N 3.570 -0.525 2.333
C 2.573 -0.458 1.477
S 2.789 -0.395 -0.160
N 1.344 -0.447 2.234
N 0.269 -0.466 1.616
C -0.807 -0.555 2.540
C -2.121 -0.674 2.300
C -2.963 -0.858 3.480
C -4.277 -1.050 3.370
C -4.932 -1.066 2.062
C -4.247 -0.870 0.930
C -2.808 -0.635 0.955
O -2.214 -0.377 -0.087
H 4.521 -0.575 1.999
H 3.383 -0.582 3.324
H -0.484 -0.580 3.574
H -2.488 -0.859 4.453
H -4.875 -1.205 4.258
H -5.999 -1.241 2.018
H -4.717 -0.875 -0.043
C 1.821 2.732 -2.648
N 0.393 2.994 -2.798
C 0.079 3.842 -3.951
C -0.485 2.749 -1.813
S 0.042 2.380 -0.226
N -1.800 2.835 -2.119
C -2.805 3.002 -1.076
C -2.341 2.319 -3.380
H 2.229 2.501 -3.631
H 1.989 1.899 -1.974
H 2.332 3.607 -2.243
H 0.856 4.603 -4.029
H -0.875 4.338 -3.808
H 0.061 3.273 -4.881
H -2.415 3.619 -0.273
H -3.120 2.040 -0.669
H -3.666 3.499 -1.524
H -1.547 1.938 -4.014
H -2.898 3.083 -3.922
H -3.019 1.494 -3.151
B -0.103 -5.397 0.620
C 0.021 -3.912 0.151
N 0.078 -2.797 -0.173
H -0.403 -6.047 -0.358
H -0.945 -5.403 1.496
H 0.991 -5.715 1.039
```

For the energy relative to the best compared isomer or geometry (same formula, charge and spin), the calculation gives 0.0 kcal per mole. As for the total energy: -53449.543 eV. As for the frontier orbital gap: 5.6 eV. The charge is +1.